1.
Entry from the OMol25 dataset: 3 unconnected molecules or ions with the total composition C4H12NO at a distorted geometry (ωB97M-V with the def2-TZVPD basis set).

Structure (XYZ):
```
18
Properties=species:S:1:pos:R:3:forces:R:3:nbo_charge:R:1
C -1.2846 1.9159 -0.0561 0.669 -1.053 0.642 -0.746
C -1.2090 0.5699 -0.7435 0.681 -0.925 -0.753 0.220
C 0.0069 -0.0219 -1.3004 -1.743 -0.937 0.238 -0.351
C 0.0687 -1.2018 -2.0856 -0.727 3.196 0.314 0.015
N 2.2710 0.0759 1.5554 -0.383 -0.644 1.917 -1.132
H -2.0802 2.0347 0.7161 0.313 -0.473 -0.870 0.281
H -1.3657 2.7678 -0.7448 -0.026 -0.315 -0.269 0.316
H -2.1134 -0.0970 -0.7963 0.669 0.897 -0.119 0.231
H -0.3082 2.0438 0.4504 -0.230 0.114 -0.230 0.287
H 0.9497 0.4175 -1.0526 0.389 0.617 -0.008 0.268
H 0.9984 -1.3240 -2.6223 0.298 -0.610 0.336 0.235
H -0.7817 -1.7552 -2.4626 -0.177 -0.191 0.467 0.225
H 2.3781 0.3170 2.6211 -0.114 -0.687 -2.800 0.382
H 1.4816 -0.6277 1.5145 1.491 0.846 0.272 0.377
H 3.1454 -0.4056 1.2510 -1.013 0.485 0.563 0.373
H -1.0485 -2.1886 1.6248 -0.095 -0.154 0.205 0.494
H -0.7778 -0.8875 0.8212 0.706 -1.450 1.132 0.447
O -0.3307 -1.6332 1.3094 -0.708 1.284 -1.037 -0.923
```
Forces are in eV/Å.

E_HOMO   -0.479 Eh
Energy above the lowest of the compared OMol25 structures with the same formula, charge and spin   91.6 kcal/mol
E_LUMO   -7.46 eV
Net charge   +1


2.
Entry from the OMol25 dataset: a gas-phase ion, C4H12NO (charge +2) at a distorted geometry (ωB97M-V with the def2-TZVPD basis set).

Structure (XYZ):
```
18
Properties=species:S:1:pos:R:3:forces:R:3:lowdin_spin:R:1
C 1.5800 0.2785 0.8638 -0.267 -0.020 0.361 0.009
C 0.3319 0.7159 0.1195 -0.045 0.517 -0.367 0.030
C -0.1096 -0.2699 -1.0102 0.452 2.905 0.248 0.131
C -0.5208 -1.6766 -0.5258 -1.423 -0.635 0.310 0.164
O -1.2492 0.3313 -1.6141 1.650 -1.415 -0.216 0.610
N -0.8003 1.0705 1.0608 0.197 -0.241 0.260 0.001
H 2.3424 -0.0661 0.1760 0.241 0.253 -0.321 0.001
H 1.3936 -0.5822 1.5002 -0.130 0.019 0.363 0.000
H 1.9881 1.1241 1.4525 -0.156 -0.510 -0.282 0.005
H 0.5309 1.6769 -0.3819 0.050 -0.373 -0.060 0.003
H 0.7881 -0.3483 -1.6417 -0.594 -0.230 -0.682 0.017
H 0.4042 -2.1988 -0.2857 0.095 0.166 0.388 0.021
H -1.0148 -2.2391 -1.3072 -0.060 -0.103 -0.303 0.000
H -1.2735 -1.4982 0.2561 0.499 -0.584 0.049 0.004
H -1.2238 0.1456 -2.5889 -0.408 0.150 0.029 0.004
H -1.5595 1.5982 0.6210 -0.045 -0.034 -0.120 0.000
H -0.3998 1.6885 1.7769 -0.172 -0.099 0.206 0.000
H -1.2079 0.2498 1.5287 0.113 0.233 0.135 0.000
```
Forces are in eV/Å.

E_HOMO (spin up / spin down)   -0.803 / -0.803 Eh
Energy above the lowest of the compared OMol25 structures with the same formula, charge and spin   29.4 kcal/mol
E_LUMO (spin up / spin down)   -7.70 / -14.68 eV
Net charge   +2
Multiplicity   2


3.
Entry from the OMol25 dataset: 2 unconnected molecules or ions with the total composition C4H12NO2 at a distorted geometry (ωB97M-V with the def2-TZVPD basis set).

Structure (XYZ):
```
19
Properties=species:S:1:pos:R:3:forces:R:3:nbo_charge:R:1
C -0.8302 1.0308 0.4368 0.845 -1.104 -1.032 -0.024
O -1.4777 0.0059 -0.2287 -0.558 0.815 0.518 -0.959
C 0.6957 0.8854 0.1141 -0.698 1.278 1.421 -0.440
C 1.2544 -0.4216 0.6269 -1.000 -1.965 -0.597 -0.421
C 1.6619 -1.4749 -0.4186 0.914 -0.728 0.587 -0.195
N 2.8949 -1.2034 -1.1396 1.099 -0.029 -0.629 -0.878
H -0.9778 1.0088 1.5368 0.099 -0.022 0.119 0.098
H -1.1442 2.0501 0.1182 0.041 -0.074 0.010 0.109
H 1.1980 1.7279 0.6354 0.132 -0.139 -0.495 0.163
H 0.7404 1.0145 -0.9648 0.413 -0.144 -0.116 0.196
H 0.4791 -1.0303 1.1324 -0.247 0.824 0.071 0.222
H 2.0391 -0.3736 1.3878 0.312 0.411 -0.290 0.177
H 1.8099 -2.4087 0.1690 0.194 0.292 -0.087 0.144
H 0.9261 -1.8228 -1.1434 -0.492 0.865 0.088 0.205
H 2.8608 -1.0496 -2.1352 -0.580 -0.056 0.048 0.352
H 3.5105 -0.4906 -0.7785 -0.326 0.040 0.466 0.350
H -2.8702 0.6206 0.1192 -0.100 -0.273 0.147 0.507
H -4.0618 0.4010 1.1287 0.108 -0.028 -0.058 0.437
O -3.7144 1.0650 0.5278 -0.154 0.036 -0.171 -1.043
```
Forces are in eV/Å.

E_HOMO   -0.115 Eh
Energy above the lowest of the compared OMol25 structures with the same formula, charge and spin   17.8 kcal/mol
E_LUMO   4.07 eV
Net charge   -1


4.
Entry from the OMol25 dataset: 2 unconnected molecules or ions with the total composition C4H12NO2 at a distorted geometry (ωB97M-V with the def2-TZVPD basis set).

Structure (XYZ):
```
19
Properties=species:S:1:pos:R:3:forces:R:3:nbo_charge:R:1
C -0.3189 -1.1532 -0.9195 2.398 0.769 -0.261 -0.029
O 0.9810 -1.6369 -1.0140 -1.921 0.033 -0.129 -0.961
C -0.3402 0.4638 -1.2385 0.103 -1.328 1.339 -0.079
C -0.3554 1.2171 0.1588 -0.572 -1.065 -0.300 -0.430
C 0.0705 2.6598 0.1050 1.074 1.155 -0.804 -0.624
N 0.8283 0.7465 -2.0609 -0.685 0.250 -0.752 -0.897
H -1.1109 -1.5986 -1.5881 0.512 -0.116 0.182 0.078
H -0.6871 -1.1809 0.1100 -0.552 -0.387 0.538 0.077
H -1.2921 0.4650 -1.7700 -0.119 1.289 -0.280 0.144
H -1.3292 1.1330 0.6797 0.204 -0.266 -0.524 0.184
H 0.3581 0.5996 0.7265 -0.051 0.395 0.206 0.205
H 1.1645 2.6244 0.0277 -0.037 0.362 -0.770 0.194
H -0.0009 3.3963 0.9149 -0.779 -0.773 0.640 0.192
H -0.3919 3.1905 -0.7550 0.529 -0.399 0.214 0.201
H 1.5234 1.3302 -1.6201 -0.147 -0.087 0.234 0.337
H 1.2570 -0.1791 -2.2297 0.030 0.165 0.549 0.408
H -1.0401 -1.9872 3.1224 -0.572 -0.398 0.158 0.476
H 0.0006 -1.7000 4.0613 0.028 -0.194 0.640 0.464
O -0.8598 -2.1445 4.0645 0.559 0.596 -0.881 -0.941
```
Forces are in eV/Å.

E_HOMO   -0.102 Eh
Energy above the lowest of the compared OMol25 structures with the same formula, charge and spin   35.8 kcal/mol
E_LUMO   3.61 eV
Net charge   -1


5.
Entry from the OMol25 dataset: 2 unconnected molecules or ions with the total composition C4H12NO2 at a distorted geometry (ωB97M-V with the def2-TZVPD basis set).

Structure (XYZ):
```
19
Properties=species:S:1:pos:R:3:forces:R:3:nbo_charge:R:1
C 0.1216 1.3874 1.4200 -0.718 2.463 -2.716 -0.650
C -0.3911 0.4266 0.2221 1.432 1.518 -0.873 -0.080
C -1.7553 0.0127 0.5861 -3.656 -0.098 -1.973 -0.607
N 0.5929 -0.6834 -0.2215 -0.737 2.933 1.316 -0.793
C 1.9053 0.3414 -0.9390 1.720 2.382 5.621 0.194
O 1.9097 1.6820 -0.8116 -0.293 -2.638 0.142 -0.879
H 0.5539 0.7519 2.1091 1.106 -1.161 1.868 0.173
H -0.7098 2.0158 1.9319 0.997 -1.267 -0.915 0.171
H 0.9003 2.1442 0.9924 -1.246 -1.679 0.777 0.278
H -0.4727 1.0891 -0.6651 0.171 -0.369 0.427 0.196
H -1.8129 -0.4078 1.5654 -0.162 -0.617 0.755 0.182
H -2.3147 -0.6628 -0.1894 1.380 0.702 1.359 0.208
H -2.4735 0.9218 0.5785 1.257 -1.055 0.279 0.187
H 0.9268 -0.9886 0.7008 0.435 -0.129 -0.396 0.314
H 1.8068 0.0623 -1.8702 -0.737 -1.956 -5.042 0.095
H 2.7961 -0.2207 -0.4324 -1.044 0.659 -0.567 0.055
H -0.1781 -2.9870 -2.3240 -3.071 0.972 2.324 0.445
H -0.4206 -2.1661 -0.9865 -1.031 -0.382 -1.288 0.517
O -0.9848 -2.7188 -1.6666 4.196 -0.278 -1.098 -1.008
```
Forces are in eV/Å.

E_HOMO   -0.125 Eh
Energy above the lowest of the compared OMol25 structures with the same formula, charge and spin   56.6 kcal/mol
E_LUMO   4.11 eV
Net charge   -1


6.
Entry from the OMol25 dataset: 2 unconnected molecules or ions with the total composition C4H12NO2 at a distorted geometry (ωB97M-V with the def2-TZVPD basis set).

Structure (XYZ):
```
19
Properties=species:S:1:pos:R:3:forces:R:3:nbo_charge:R:1
C 1.9975 0.3490 -1.4509 1.129 1.042 0.469 -0.635
C 0.6882 1.1088 -1.7838 0.232 0.926 0.132 -0.201
N -0.5197 0.7860 -0.9827 -2.446 -1.025 -1.314 -0.703
C -0.5539 0.0315 0.3947 2.283 1.073 -1.523 -0.232
C -2.0112 -0.1332 0.9877 1.655 0.729 -1.672 0.002
O -2.1457 -1.1529 1.8236 0.199 -0.091 0.684 -0.936
H 2.7988 0.9521 -2.0886 -1.136 -1.496 1.621 0.191
H 2.2477 0.3108 -0.2861 -0.455 0.366 -2.611 0.221
H 1.9597 -0.6924 -1.8017 0.099 0.272 0.052 0.196
H 0.5997 1.0702 -3.0007 -0.465 -0.023 2.991 0.171
H 0.8545 2.1960 -1.5019 0.333 -0.938 -0.784 0.163
H -1.2538 0.3317 -1.6217 1.481 0.750 1.494 0.341
H -0.0787 -0.9227 0.0651 -0.505 0.056 1.362 0.155
H 0.0985 0.6058 1.0821 0.020 -0.428 -0.326 0.168
H -2.3226 -0.2762 -0.0622 -2.194 -0.320 -0.146 0.065
H -2.3520 0.9249 1.2996 0.249 -1.066 -0.144 0.083
H 0.3988 -2.2411 2.6000 1.450 -1.345 -1.141 0.447
H -0.6527 -1.4951 2.9419 0.274 0.600 1.253 0.515
O 0.2469 -1.7532 3.3856 -2.203 0.917 -0.397 -1.009
```
Forces are in eV/Å.

E_HOMO   -0.115 Eh
Energy above the lowest of the compared OMol25 structures with the same formula, charge and spin   59.0 kcal/mol
E_LUMO   3.62 eV
Net charge   -1


Which formula does entry 4 have?
C4H12NO2